Entry i
This record from the OMol25 dataset describes the ion C7H12NO with charge +1. The level of theory is ωB97M-V with the def2-TZVPD basis set.

Geometry as XYZ:
```
21
Properties=species:S:1:pos:R:3:nbo_charge:R:1
C 0.67285 2.68455 -0.78244 -0.150
C 0.63632 1.76048 -0.02483 -0.186
C -0.13573 -0.77316 -0.85068 -0.279
C -1.65756 -1.00489 -0.60463 -0.095
C -2.13285 0.60646 1.00104 0.182
C 0.48611 0.80385 0.95021 -0.310
C 2.17249 -0.82656 0.10343 -0.470
N 0.69182 -0.60084 0.34065 -0.365
O -2.19116 0.28563 -0.21366 -0.425
H 0.93013 3.28546 -1.62910 0.254
H 0.11642 -1.74532 -1.42278 0.249
H 0.10533 0.13908 -1.44206 0.283
H -2.19417 -1.40040 -1.52228 0.261
H -1.96129 -1.69334 0.28055 0.204
H -2.15071 -0.33785 1.62824 0.170
H -2.36063 1.58733 1.23901 0.219
H 0.56588 0.98137 2.07141 0.278
H 2.51905 -0.11913 -0.62887 0.240
H 2.97952 -0.50750 0.92372 0.278
H 2.41739 -1.80166 -0.37932 0.239
H 0.49079 -1.32358 0.96238 0.424
```

Its HOMO-LUMO gap (spin up / spin down) is 7.74 / 6.78 eV. The HOMO energy (spin up / spin down) is -11.52 / -11.15 eV. Its net charge is +1.

---

Entry ii
This record from the OMol25 dataset describes the ion C7H12NO with charge +1. The level of theory is ωB97M-V with the def2-TZVPD basis set.

Geometry as XYZ:
```
21
Properties=species:S:1:pos:R:3:nbo_charge:R:1
C -3.05990 -0.03456 0.15154 -0.262
C 2.63071 -0.71724 0.36415 -0.294
C -1.93769 0.66906 0.23254 -0.266
C 1.85590 0.28223 0.76392 -0.072
C 0.79266 1.79440 -0.59240 0.580
C 0.28965 -0.47817 -1.06629 -0.458
C -0.66240 0.41467 0.97593 -0.241
N 0.57087 0.45970 0.06969 -0.316
O 0.48268 2.72513 0.01782 -0.413
H -3.87039 0.26683 -0.34019 0.207
H -3.13870 -0.96273 0.57433 0.185
H 3.50760 -0.88985 0.80378 0.228
H 2.41767 -1.48705 -0.32674 0.221
H -2.10905 1.49305 -0.38077 0.216
H 1.96094 0.92940 1.64109 0.261
H 1.32578 1.51037 -1.60197 0.191
H -0.48447 -0.08248 -1.82866 0.263
H 1.05892 -0.79858 -1.71895 0.245
H -0.06533 -1.36289 -0.73385 0.238
H -0.78205 -0.39994 1.62555 0.252
H -0.37449 1.18763 1.60744 0.234
```

Its HOMO-LUMO gap is 10.07 eV. The HOMO energy is -14.17 eV. Its net charge is +1. The SMILES is C=CC[N@+](C)(C=C)C=O.

---

Which one sits at the top of the stability order? entry ii does.

---

Entry i
This record from the OMol25 dataset describes a structure of composition HO2PRh. The level of theory is ωB97M-V with the def2-TZVPD basis set.

Geometry as XYZ:
```
5
Properties=species:S:1:pos:R:3:nbo_charge:R:1
P -1.16201 0.52949 -0.07189 1.647
O -0.03905 1.64442 0.04125 -0.920
Rh 1.63677 0.46167 -0.03711 1.670
O -0.05410 -0.79323 0.02546 -1.041
H -0.38161 -1.84235 0.04230 0.645
```

Its HOMO-LUMO gap (spin up / spin down) is 7.62 / 7.56 eV. The HOMO energy (spin up / spin down) is -19.17 / -23.30 eV. Its expectation value of S² is 8.759. Its net charge is +2. The multiplicity is 6.

---

Entry ii
This record from the OMol25 dataset describes a structure of composition HO2PRh. The level of theory is ωB97M-V with the def2-TZVPD basis set.

Geometry as XYZ:
```
5
Properties=species:S:1:pos:R:3:nbo_charge:R:1
P -0.99762 0.68303 -0.06816 2.094
O -0.01348 1.88366 0.06957 -0.890
Rh 1.69158 0.65099 -0.02256 1.675
O -0.04191 -0.56468 -0.00163 -0.890
H -0.63858 -2.65300 0.02278 0.010
```

Its HOMO-LUMO gap (spin up / spin down) is 5.16 / 7.42 eV. The HOMO energy (spin up / spin down) is -17.93 / -24.11 eV. Its expectation value of S² is 8.759. Its net charge is +2. The multiplicity is 6.

---

Which one sits at the top of the stability order? entry i does.

---

Entry i
This record from the OMol25 dataset describes a cluster of 2 separate species, C4H12 in total. The level of theory is ωB97M-V with the def2-TZVPD basis set.

Geometry as XYZ:
```
16
Properties=species:S:1:pos:R:3:nbo_charge:R:1
C -1.51773 -0.80094 -0.31987 -0.610
C -2.15146 -2.08547 -0.70596 -0.592
H -1.61409 -0.06293 -1.06154 0.202
H -1.94444 -0.55282 0.63565 0.208
H -0.48425 -1.09758 -0.36282 0.207
H -1.69603 -2.59221 -1.50525 0.198
H -3.20581 -2.00427 -1.00870 0.191
H -2.22830 -2.71919 0.15029 0.198
C 1.89664 0.73758 0.42144 -0.640
C 1.82938 2.26384 0.56527 -0.620
H 2.53460 0.20115 1.15821 0.205
H 0.83903 0.34178 0.76044 0.201
H 2.06821 0.05586 -0.49845 0.218
H 2.76375 2.58955 1.12387 0.211
H 1.03719 2.45975 1.25038 0.208
H 1.58914 2.69082 -0.40735 0.216
```

Its HOMO-LUMO gap is 12.10 eV. The HOMO energy is -10.96 eV. The SMILES is CC.CC.

---

Entry ii
This record from the OMol25 dataset describes a cluster of 2 separate species, C4H12 in total. The level of theory is ωB97M-V with the def2-TZVPD basis set.

Geometry as XYZ:
```
16
Properties=species:S:1:pos:R:3:nbo_charge:R:1
C -1.33935 -1.94270 -1.12467 -0.587
C -1.44159 -0.80104 -2.04191 -0.619
H -0.39409 -2.06050 -0.58092 0.208
H -2.26669 -1.78239 -0.30933 0.184
H -1.50394 -2.87577 -1.53315 0.199
H -2.42702 -0.19670 -2.17000 0.204
H -0.82722 -0.05943 -1.66437 0.206
H -1.16849 -1.19618 -2.99467 0.205
C 1.83157 1.70942 0.96366 -0.619
C 1.02796 1.05217 2.09069 -0.622
H 2.87764 1.77737 1.09120 0.209
H 1.64159 1.00949 0.05559 0.206
H 1.59614 2.79054 0.81509 0.210
H 0.69966 1.66991 2.86223 0.204
H 0.06648 0.59002 1.83101 0.208
H 1.62737 0.31579 2.70955 0.204
```

Its HOMO-LUMO gap is 12.03 eV. The HOMO energy is -10.96 eV. The SMILES is CC.CC.

---

Entry iii
This record from the OMol25 dataset describes a cluster of 2 separate species, C4H12 in total. The level of theory is ωB97M-V with the def2-TZVPD basis set.

Geometry as XYZ:
```
16
Properties=species:S:1:pos:R:3:nbo_charge:R:1
C 0.45431 -1.59222 1.13908 -0.614
C 0.12390 -1.78640 2.67330 -0.637
H 0.42300 -2.58816 0.62413 0.203
H -0.41224 -1.05999 0.80167 0.202
H 1.35516 -0.97973 0.94317 0.208
H -0.46784 -0.94385 3.01470 0.214
H -0.12206 -2.84249 2.68431 0.222
H 0.97260 -1.50143 3.35513 0.203
C -1.00417 1.73690 -1.50008 -0.588
C 0.29710 1.58816 -2.30529 -0.602
H -0.78045 1.42439 -0.45753 0.200
H -1.20463 2.77659 -1.46611 0.199
H -1.66116 1.21461 -1.98236 0.194
H 0.33444 1.95967 -3.34722 0.203
H 0.51753 0.50552 -2.39002 0.197
H 1.17452 2.08843 -1.78689 0.197
```

Its HOMO-LUMO gap is 12.47 eV. The HOMO energy is -11.37 eV. The SMILES is CC.CC.

---

Which one sits at the top of the stability order? entry i does.

---

Entry i
This record from the OMol25 dataset describes a cluster of 2 separate species, C4H12 in total. The level of theory is ωB97M-V with the def2-TZVPD basis set.

Geometry as XYZ:
```
16
Properties=species:S:1:pos:R:3:nbo_charge:R:1
C 0.09735 0.97946 -1.49626 -0.609
C 0.64304 0.00180 -2.52874 -0.606
H 0.81259 1.31091 -0.74393 0.203
H -0.35106 1.81793 -2.02229 0.203
H -0.72259 0.56071 -0.90560 0.201
H -0.16082 -0.38334 -3.15523 0.203
H 1.19572 -0.84576 -2.13386 0.203
H 1.30813 0.55236 -3.19924 0.201
C -1.03285 -0.38811 1.70040 -0.607
C 0.32098 -0.60571 2.38126 -0.609
H -1.14129 0.62858 1.30749 0.201
H -1.11309 -1.03986 0.83323 0.202
H -1.89071 -0.56720 2.35105 0.205
H 1.10275 -0.07760 1.83519 0.203
H 0.38550 -0.27141 3.41796 0.205
H 0.54635 -1.67277 2.35856 0.202
```

Its HOMO-LUMO gap is 12.76 eV. The HOMO energy is -11.59 eV. The SMILES is CC.CC.

---

Entry ii
This record from the OMol25 dataset describes a cluster of 2 separate species, C4H12 in total. The level of theory is ωB97M-V with the def2-TZVPD basis set.

Geometry as XYZ:
```
16
Properties=species:S:1:pos:R:3:nbo_charge:R:1
C 1.22738 -0.99670 -1.73132 -0.619
C 2.70015 -0.89101 -1.85256 -0.622
H 0.79120 -2.00379 -1.84517 0.201
H 0.72828 -0.65333 -0.82509 0.206
H 0.70021 -0.53199 -2.57455 0.207
H 3.31300 -1.56810 -1.25044 0.210
H 2.96998 0.03093 -1.31133 0.205
H 3.04849 -0.78042 -2.86929 0.212
C -1.51828 0.86444 2.41750 -0.615
C -2.36576 0.96038 1.13329 -0.624
H -1.55864 1.82396 2.92794 0.203
H -1.83750 0.15856 3.19204 0.205
H -0.49993 0.55068 2.20626 0.207
H -1.78837 0.52865 0.31208 0.206
H -2.57986 2.02756 1.06285 0.207
H -3.33035 0.48018 1.00778 0.210
```

Its HOMO-LUMO gap is 12.30 eV. The HOMO energy is -11.24 eV. The SMILES is CC.CC.

---

Entry iii
This record from the OMol25 dataset describes a cluster of 2 separate species, C4H12 in total. The level of theory is ωB97M-V with the def2-TZVPD basis set.

Geometry as XYZ:
```
16
Properties=species:S:1:pos:R:3:nbo_charge:R:1
C 0.97326 1.62143 -0.31609 -0.628
C 1.78301 1.69823 0.95246 -0.624
H 0.48005 2.53978 -0.68531 0.207
H 1.41193 1.22479 -1.22711 0.212
H 0.04558 1.09428 -0.10236 0.207
H 2.09273 2.73479 1.14708 0.209
H 2.76119 1.22463 0.89474 0.210
H 1.27194 1.27179 1.81554 0.208
C -2.03719 -1.98070 -0.06042 -0.610
C -0.75015 -1.39889 -0.64205 -0.603
H -2.45274 -2.84950 -0.55087 0.209
H -1.73340 -2.21825 0.97092 0.201
H -2.75049 -1.16380 0.09567 0.201
H -0.29355 -0.64560 0.01632 0.202
H -0.80662 -0.97497 -1.64276 0.199
H 0.00445 -2.17800 -0.66577 0.199
```

Its HOMO-LUMO gap is 12.26 eV. The HOMO energy is -11.15 eV. The SMILES is CC.CC.

---

Which one sits at the top of the stability order? entry i does.